Entry 1:
DFT (ωB97M-V/def2-TZVPD) results for a single C16H18N2O5S2 molecule.

```
43
Properties=species:S:1:pos:R:3:forces:R:3
C -4.12919 -1.21242 6.00979 0.38 -0.15 -0.25
C -2.80091 -1.92832 5.85238 -0.08 -0.12 0.54
O -2.40988 -1.85497 4.48304 -0.15 0.16 -0.27
C -1.30669 -2.53574 4.14517 0.17 -0.20 0.29
O -0.66527 -3.18465 4.93916 -0.08 0.09 -0.10
C -0.97422 -2.40711 2.71001 0.03 0.05 -0.26
C -1.72714 -1.62411 1.83807 0.19 -0.22 0.23
C -1.39029 -1.53354 0.50292 -0.03 0.14 -0.21
C -0.28098 -2.22361 0.01948 -0.23 -0.05 0.37
N 0.11923 -2.18192 -1.31749 0.28 -0.35 0.08
C -0.41210 -1.44655 -2.32567 0.17 -0.62 -0.65
O -1.45995 -0.83839 -2.27422 -0.25 0.07 0.07
C 0.42186 -1.42140 -3.60050 -0.10 0.32 0.19
C 1.20667 -0.09590 -3.64711 0.45 -0.28 -0.20
N 0.43225 1.04380 -3.21291 -0.26 0.35 0.78
S 0.54978 1.41556 -1.58144 0.64 0.56 -0.30
O -0.69937 1.92935 -1.12629 -0.21 0.12 -0.29
O 1.19937 0.35259 -0.86619 0.14 0.19 -0.15
C 1.70683 2.75074 -1.67098 -0.40 -0.13 0.01
C 3.00089 2.76549 -1.25159 -0.24 -0.32 0.07
C 3.63323 4.00107 -1.50834 -0.04 0.17 -0.09
C 2.80145 4.88788 -2.11755 -0.36 -0.21 -0.05
S 1.23148 4.23584 -2.38454 0.42 0.14 0.12
C 0.48108 -3.00126 0.89323 -0.06 0.07 -0.07
C 0.13767 -3.09287 2.22320 -0.16 0.10 0.13
H -4.88523 -1.68685 5.38994 -0.12 -0.02 -0.02
H -4.03179 -0.17416 5.70445 -0.05 0.12 0.01
H -4.44483 -1.25050 7.04840 -0.04 0.01 0.10
H -2.02225 -1.46323 6.46824 -0.09 -0.12 -0.09
H -2.87635 -2.98235 6.14390 0.05 0.19 -0.02
H -2.58053 -1.08307 2.21460 -0.07 0.05 0.00
H -1.96698 -0.91611 -0.16421 -0.02 -0.01 0.00
H 1.02466 -2.59906 -1.48478 -0.19 0.13 -0.10
H 1.10875 -2.26409 -3.66960 0.02 -0.03 -0.06
H -0.27099 -1.45190 -4.44375 0.00 -0.09 0.10
H 1.56285 0.09005 -4.66562 0.03 -0.07 0.16
H 2.06566 -0.14727 -2.97474 0.07 -0.13 -0.27
H -0.54192 0.99326 -3.48016 -0.23 0.07 0.15
H 3.46148 1.92192 -0.77196 0.09 -0.18 0.10
H 4.65407 4.21486 -1.24913 0.17 0.07 0.03
H 3.01901 5.89205 -2.42271 0.04 0.22 -0.06
H 1.34866 -3.52915 0.52201 0.08 -0.07 -0.04
H 0.71839 -3.69089 2.90906 0.05 -0.04 0.04
```
Positions in Å, forces in eV/Å.

Output
multiplicity = 1
relative energy (zero: lowest compared OMol25 entry of this formula, charge and spin) = 40.4 kcal per mole
HOMO-LUMO gap = 9.06 eV
strongest force on any atom = 0.9 eV/Å
SMILES string = CCOC(=O)c1ccc(NC(=O)CCNS(=O)(=O)c2cccs2)cc1
DFT total energy = -51772.5724 eV

Charges computed using natural (NBO), reported in e:
1. C -0.622
2. C -0.068
3. O -0.512
4. C 0.785
5. O -0.605
6. C -0.197
7. C -0.132
8. C -0.279
9. C 0.270
10. N -0.613
11. C 0.694
12. O -0.619
13. C -0.510
14. C -0.220
15. N -0.862
16. S 2.328
17. O -0.912
18. O -0.951
19. C -0.562
20. C -0.204
21. C -0.268
22. C -0.388
23. S 0.502
24. C -0.280
25. C -0.136
26. H 0.212
27. H 0.213
28. H 0.215
29. H 0.185
30. H 0.190
31. H 0.231
32. H 0.262
33. H 0.397
34. H 0.216
35. H 0.233
36. H 0.208
37. H 0.221
38. H 0.424
39. H 0.242
40. H 0.230
41. H 0.240
42. H 0.204
43. H 0.236

=====

Entry 2:
DFT (ωB97M-V/def2-TZVPD) results for a molecular structure, C45H52BKN11O2S4.

```
116
Properties=species:S:1:pos:R:3:forces:R:3
K -2.29341 -4.04996 -1.25726 0.38 -0.49 0.51
C 4.01738 2.46416 1.21233 0.01 0.18 -0.56
C 3.02947 1.68690 0.37766 0.83 1.41 0.48
C 2.90671 1.74654 -0.94082 -0.04 0.77 -0.06
C 1.75084 1.08224 -1.51805 -1.30 0.08 0.08
N 0.65879 0.84525 -0.83002 1.12 0.07 -0.91
N 0.74689 0.95829 0.54691 0.50 -0.21 -1.01
B -0.49454 1.22595 1.23471 -0.82 0.38 0.23
N -1.23820 2.37928 0.41604 -0.07 -0.08 -0.22
N -0.80360 3.45702 -0.17598 0.34 1.20 0.17
C -1.63883 4.15431 -0.92503 0.38 -0.77 0.50
C -2.98551 3.70836 -1.10615 -0.06 0.23 0.01
C -3.40274 2.52665 -0.53540 -0.10 0.52 -0.26
C -4.75856 1.91502 -0.53376 0.34 0.28 0.33
C -2.40117 1.82104 0.16130 -0.42 -0.66 0.24
S -2.29452 0.23802 0.81788 0.41 0.10 0.16
C -1.05108 5.44540 -1.49932 -0.44 -1.01 -0.55
C 0.44576 5.47645 -1.38487 1.12 0.07 -0.24
C -1.30307 5.42925 -3.01284 -0.83 0.32 -0.04
C -1.65743 6.62280 -0.73786 0.64 0.49 -0.79
N -0.44336 1.49216 2.75263 0.35 -0.18 -0.54
N -0.17122 2.75984 3.06432 -0.15 0.79 -1.09
C -0.02619 3.15082 4.27510 0.01 -2.21 0.64
C -0.17177 2.18026 5.35117 0.28 -0.41 -0.29
C -0.44415 0.86123 5.05490 -0.53 1.58 0.33
C -0.78688 -0.15680 6.10712 0.00 -0.06 -1.02
C -0.48708 0.48083 3.65773 -0.22 -0.96 0.41
S -0.45833 -1.11513 3.20868 -0.66 0.03 -0.06
C 0.41224 4.54195 4.50347 -1.28 1.44 0.11
C 0.35655 5.37017 3.20843 -0.70 0.39 0.12
C 1.85524 4.54572 4.95910 0.09 1.07 0.90
C -0.57393 5.19631 5.53167 0.01 -0.20 -0.03
C 2.07240 0.74933 0.97720 0.62 -1.52 1.67
S 2.37877 0.07452 2.68970 0.85 0.00 -1.55
C 1.71122 1.00344 -3.03158 0.03 0.15 -0.09
C 0.52426 0.19784 -3.52600 0.03 0.42 1.04
C 1.62916 2.44979 -3.54179 -0.38 0.20 -0.49
C 2.96891 0.32238 -3.58071 0.37 -0.05 -0.28
H 4.61466 3.22283 0.67088 -0.39 -0.56 -0.07
H 4.67140 1.76403 1.68603 0.77 -0.53 0.20
H 3.57344 2.96472 2.05548 -0.67 0.29 0.26
H 3.46300 2.48946 -1.53951 -0.16 -0.74 0.29
H -3.69197 4.30975 -1.69653 0.32 -0.26 0.32
H -5.55332 2.61369 -0.75448 -0.10 0.34 -0.15
H -4.88996 1.54445 0.49491 -0.28 -0.28 -0.47
H -4.79211 1.09974 -1.26272 -0.22 -0.50 0.15
H 0.94429 4.79348 -2.08334 -0.32 -0.06 0.20
H 0.83964 5.23890 -0.41424 0.02 0.04 0.58
H 0.78830 6.46507 -1.68651 0.04 0.25 0.10
H -0.93343 4.48736 -3.46004 -0.03 0.57 0.19
H -0.82290 6.30865 -3.47145 -0.15 -0.37 -0.04
H -2.38265 5.47574 -3.19952 0.13 0.09 -0.25
H -1.39048 6.53495 0.30145 -0.26 -0.14 0.57
H -2.71254 6.77215 -0.89989 -0.54 -0.34 0.20
H -1.19831 7.55342 -1.06908 0.19 0.13 -0.20
H 0.03209 2.52085 6.37599 -0.42 -0.32 -0.34
H -0.77514 0.34038 7.05119 -0.15 0.18 0.85
H -0.03419 -0.93578 6.08476 0.00 -0.33 0.09
H -1.77417 -0.63256 5.89284 0.78 0.40 0.13
H 0.98053 4.92915 2.45238 0.48 -0.06 -0.31
H 0.67891 6.39083 3.45362 0.10 -0.16 -0.18
H -0.63913 5.44860 2.73055 0.27 -0.23 0.54
H 2.46390 4.19185 4.13782 0.36 -0.11 -0.06
H 2.02499 3.92296 5.84888 0.00 0.17 -0.23
H 2.11889 5.61144 5.19621 0.10 -0.94 -0.13
H -1.60396 5.22719 5.10019 0.79 0.04 0.31
H -0.26193 6.20823 5.82573 -0.04 -0.11 -0.35
H -0.62286 4.63318 6.47383 -0.01 -0.02 -0.26
H -0.44381 0.65140 -3.30317 0.12 0.12 -0.21
H 0.55856 -0.73480 -2.99751 -0.05 -0.62 0.14
H 0.65673 -0.00727 -4.56077 -0.19 -0.06 -1.04
H 0.81194 2.96681 -3.00495 0.23 -0.22 -0.50
H 1.46762 2.45654 -4.63883 -0.22 -0.01 0.51
H 2.53679 3.03408 -3.39464 0.17 -0.07 0.21
H 2.95475 -0.76290 -3.42011 -0.13 0.21 -0.08
H 3.89000 0.68980 -3.13938 0.12 0.17 0.32
H 3.08047 0.53994 -4.65558 -0.28 -0.26 0.19
N -1.79345 -1.72297 -2.54804 -0.99 0.94 1.90
N -3.05987 -1.13041 -2.80365 0.02 -1.06 0.58
C -4.24407 -1.57477 -2.06307 -1.01 1.39 -0.59
O -5.14472 -0.66924 -2.13279 0.74 -0.87 0.33
O -4.33010 -2.70787 -1.55231 0.25 0.70 -0.43
H -1.14952 -1.08594 -2.04527 -0.64 -0.83 -0.57
H -1.43580 -2.11975 -3.37075 0.83 -0.22 -1.05
H -3.02562 -0.13678 -2.75235 -0.14 0.68 -0.20
N 0.78656 -13.01024 -0.76901 -0.05 0.97 -0.17
C 0.69807 -11.85714 -0.90816 0.01 -1.23 -0.07
C 0.56697 -10.45341 -1.03430 0.81 0.70 -0.33
C 1.11291 -9.70483 -2.12456 -0.38 -2.32 0.61
C 1.00692 -8.37862 -2.14395 0.13 2.22 -0.76
C 0.37567 -7.58097 -1.14866 -0.41 -0.25 1.32
C 0.04187 -8.31584 0.01690 0.10 -1.18 0.81
C 0.12769 -9.71796 0.07398 -0.54 0.81 -0.35
C 0.10792 -6.16410 -1.13268 0.57 -0.44 -1.77
C 0.07999 -5.46789 -2.39262 0.97 0.67 1.87
C 0.13002 -5.99135 -3.68159 -0.84 -1.15 -1.42
C 0.27597 -4.93288 -4.54829 0.00 1.51 -0.67
C 0.29606 -3.75680 -3.72320 0.89 -0.95 -0.52
N 0.24954 -4.08712 -2.41397 -0.52 0.39 -1.02
C 0.13904 -5.46139 0.15914 -1.27 -0.01 0.76
C 1.28668 -5.19271 0.84947 1.22 0.81 1.00
C 0.91744 -4.68657 2.12538 -0.84 0.01 0.27
C -0.49780 -4.71214 2.14548 0.85 -0.93 -0.78
N -0.96733 -5.19253 0.93520 -0.11 0.00 0.35
H 1.62505 -10.20018 -2.94299 -0.03 -0.13 0.13
H 1.50531 -7.87942 -2.95423 -0.02 0.28 -0.22
H -0.24803 -7.75193 0.90316 -0.20 -0.17 -0.23
H -0.22058 -10.32749 0.90599 0.09 0.56 0.23
H -0.11228 -7.00980 -3.99356 0.30 0.36 0.26
H 0.37315 -4.91279 -5.65161 -0.22 -0.24 0.83
H 0.48783 -2.75442 -4.16399 -0.20 -0.55 0.85
H 2.29518 -5.24677 0.46744 0.08 -0.17 -0.08
H 1.55159 -4.33570 2.94997 -0.15 -0.22 -0.49
H -1.13827 -4.65502 3.04065 0.16 0.40 -0.74
S 2.60177 -2.01697 0.23495 0.30 -0.12 0.14
C 2.52117 -0.66327 1.03679 -0.80 0.54 0.86
```
Positions in Å, forces in eV/Å.

Output
multiplicity = 2
HOMO-LUMO gap (spin up / spin down) = 3.73 / 4.61 eV
expectation value of S² = 0.78
strongest force on any atom = 2.4 eV/Å
DFT total energy = -128337.0413 eV
net charge = -2

Mulliken atomic charge list, values in e, 99 entries:
1. K 0.833
2. C -1.524
3. C -0.565
4. C -0.895
5. C 0.062
6. N -0.178
7. N 0.499
8. B -0.010
9. N 0.148
10. N 0.058
11. C -0.210
12. C -0.425
13. C 0.292
14. C -1.448
15. C 0.483
16. S -0.381
17. C 2.299
18. C -1.422
19. C -1.624
20. C -1.685
21. N 0.263
22. N -0.189
23. C 0.160
24. C -0.687
25. C 0.262
26. C -1.713
27. C -0.036
28. S -0.052
29. C 2.456
30. C -1.981
31. C -1.442
32. C -1.678
33. C 2.316
34. S -0.223
35. C 3.362
36. C -1.686
37. C -1.666
38. C -1.988
39. H 0.412
40. H 0.419
41. H 0.087
42. H 0.336
43. H 0.430
44. H 0.442
45. H 0.340
46. H 0.195
47. H 0.181
48. H 0.073
49. H 0.526
50. H 0.255
51. H 0.457
52. H 0.360
53. H 0.206
54. H 0.345
55. H 0.493
56. H 0.321
57. H 0.438
58. H 0.340
59. H 0.305
60. H 0.198
61. H 0.510
62. H 0.342
63. H 0.127
64. H 0.339
65. H 0.425
66. H 0.344
67. H 0.442
68. H 0.311
69. H 0.054
70. H 0.070
71. H 0.697
72. H -0.197
73. H 0.543
74. H 0.431
75. H 0.361
76. H 0.330
77. H 0.445
78. N 0.245
79. N -0.473
80. C 0.589
81. O -0.863
82. O -0.742
83. H -0.200
84. H 0.244
85. H 0.187
86. N -0.656
87. C 0.156
88. C 0.440
89. C -0.619
90. C -0.385
91. C 0.559
92. C -0.378
93. C -0.933
94. C 0.272
95. C 0.123
96. C -0.836
97. C -1.089
98. C 0.017
99. N 0.062

=====

Entry 3:
DFT (ωB97M-V/def2-TZVPD) results for a molecular structure, C4H4LiO2Rb.

```
12
Properties=species:S:1:pos:R:3:forces:R:3
H 1.52384 -1.43842 1.32622 -0.77 1.48 -2.70
C -1.54546 -0.25575 0.05323 -2.26 1.00 -0.32
C -0.24024 0.05353 0.29051 1.45 0.43 -0.22
C 0.84994 -0.92538 0.03709 -0.10 -2.25 4.23
C 1.75215 -0.53174 -0.96398 -0.47 -0.37 -1.17
O 2.67230 0.17538 -1.22783 1.36 1.12 0.62
O -2.56268 0.52600 0.18782 1.08 -0.74 0.05
Rb -5.28737 3.22059 0.89956 0.38 -0.43 -0.10
Li 4.05891 1.33062 -0.70846 -0.46 -0.41 -0.18
H -1.75409 -1.27312 -0.33530 0.10 0.03 0.17
H 0.03917 1.06317 0.60413 -0.10 -0.31 -0.07
H 0.49352 -1.94487 -0.16298 -0.20 0.45 -0.30
```
Positions in Å, forces in eV/Å.

Output
multiplicity = 2
relative energy (zero: lowest compared OMol25 entry of this formula, charge and spin) = 24.4 kcal per mole
HOMO-LUMO gap (spin up / spin down) = 5.08 / 4.96 eV
expectation value of S² = 0.77
strongest force on any atom = 4.8 eV/Å
DFT total energy = -9158.2315 eV
net charge = +1

Charges computed using natural (NBO), reported in e:
1. H 0.083
2. C 0.299
3. C -0.486
4. C -0.534
5. C 0.657
6. O -0.751
7. O -0.802
8. Rb 0.997
9. Li 0.975
10. H 0.105
11. H 0.188
12. H 0.270

=====

Entry 4:
DFT (ωB97M-V/def2-TZVPD) results for 2 unconnected molecules or ions with the total composition C3H9N.

```
13
Properties=species:S:1:pos:R:3:forces:R:3
C 2.32419 0.15685 -1.07019 -0.29 -0.54 1.84
C 1.50714 -0.80752 -0.60389 5.53 3.58 0.45
N 1.92936 -1.53893 0.43243 3.84 1.67 1.76
H 3.16187 0.38939 -0.45463 0.64 0.08 0.79
H 2.35171 0.81456 -1.86162 -1.01 0.74 -2.08
H 0.90105 -1.28200 -1.18258 -4.68 -2.33 -3.37
H 2.68415 -1.14060 1.06389 -1.65 -0.79 -1.27
H 1.32203 -2.12583 0.83886 -2.38 -2.41 1.88
C -3.21491 1.09407 0.59109 -1.64 0.42 -0.19
H -3.91171 1.95202 0.65747 0.45 -0.37 0.47
H -2.60754 0.94567 1.46045 0.10 0.04 0.54
H -2.60590 1.31579 -0.24435 0.82 -0.02 -0.91
H -3.84145 0.22654 0.37307 0.28 -0.07 0.10
```
Positions in Å, forces in eV/Å.

Output
multiplicity = 1
relative energy (zero: lowest compared OMol25 entry of this formula, charge and spin) = 44.8 kcal per mole
HOMO-LUMO gap = 8.92 eV
strongest force on any atom = 6.6 eV/Å
SMILES string = C=CN.C
DFT total energy = -4745.1680 eV

Charges computed using natural (NBO), reported in e:
1. C -0.523
2. C 0.018
3. N -0.785
4. H 0.162
5. H 0.203
6. H 0.180
7. H 0.378
8. H 0.368
9. C -0.847
10. H 0.212
11. H 0.213
12. H 0.212
13. H 0.210